(1)
This record from OMol25 describes a 16-piece molecular cluster, C20H12B3Cl60NO5 overall in a non-equilibrium geometry. The level of theory is wB97M-V/def2-TZVPD.

Last column: Löwdin charge in e.
Atoms and positions in Å:
N 2.02302 1.91294 -3.49128  -0.033
C 2.22812 3.19001 -2.67989  -0.195
C 1.31618 3.27911 -1.32076  -0.306
O 0.10411 2.46059 -1.56193  -0.141
C 0.82618 4.78782 -0.90762  -0.022
B 1.98298 5.95181 -1.01133  -0.346
O 2.42180 6.60171 -2.29562  0.109
B 3.90216 6.37967 -2.32495  -0.455
O 4.66979 6.96061 -1.20277  0.007
B 4.08997 6.27375 0.00513  -0.439
C 5.10818 5.34814 0.90700  -0.047
C 4.40275 3.92008 1.41271  -0.121
O 4.32762 2.89563 0.53683  -0.192
O 2.63912 6.46105 0.24391  0.155
H 2.87086 1.29548 -3.33851  -0.013
H 2.12816 2.22353 -4.49997  0.080
H 3.36406 3.20031 -2.32376  0.122
H 2.10471 4.09270 -3.41455  0.131
H 1.88572 2.81307 -0.41086  0.143
H 0.22992 1.65999 -0.94313  0.070
H -0.16504 5.11508 -1.48254  0.146
H 0.50831 4.73381 0.24072  0.127
H 4.33102 5.72499 -3.20235  0.086
H 5.99947 5.02938 0.18460  0.136
H 5.52376 5.86103 1.87356  0.115
H 4.00593 3.74876 2.50901  0.148
C 5.55866 8.77677 -5.27750  -1.949
Cl 4.68931 7.92046 -6.57575  0.534
Cl 7.30839 8.48278 -5.44022  0.531
Cl 5.23625 10.52483 -5.39950  0.527
Cl 5.00065 8.17897 -3.69444  0.655
C 5.49513 -0.73945 -0.87996  -1.963
Cl 4.72111 0.10971 -2.24169  0.537
Cl 4.56141 -2.20486 -0.48598  0.486
Cl 7.15635 -1.19757 -1.33278  0.519
Cl 5.54167 0.33497 0.54070  0.531
C -3.03969 1.43733 0.55873  -1.967
Cl -1.56833 0.44296 0.70311  0.498
Cl -3.75752 1.20492 -1.05532  0.502
Cl -4.21288 0.94677 1.80674  0.494
Cl -2.61999 3.15474 0.78041  0.536
C 8.96929 2.33418 2.47345  -1.996
Cl 9.56083 3.89421 3.09865  0.512
Cl 10.16016 1.66210 1.33125  0.519
Cl 8.73993 1.19989 3.82819  0.518
Cl 7.41616 2.58052 1.63565  0.515
C 6.11312 9.99080 0.32341  -1.978
Cl 7.16046 11.14637 1.18492  0.520
Cl 4.44917 10.11789 0.94758  0.546
Cl 6.12405 10.36398 -1.41876  0.516
Cl 6.71882 8.33485 0.57990  0.582
C -4.80334 -3.03568 3.01194  -1.952
Cl -5.32016 -2.04474 4.39953  0.500
Cl -3.94102 -4.47910 3.60136  0.481
Cl -6.23353 -3.53912 2.07616  0.519
Cl -3.71861 -2.07973 1.97064  0.447
C -7.67026 -3.78630 -2.01187  -1.969
Cl -9.25869 -3.00402 -1.81337  0.490
Cl -7.41875 -4.19270 -3.72828  0.506
Cl -6.38834 -2.67330 -1.47105  0.490
Cl -7.61524 -5.27525 -1.03473  0.488
C -11.11152 0.91627 -0.97070  -2.009
Cl -9.64016 -0.07809 -0.82632  0.478
Cl -11.82935 0.68386 -2.58475  0.512
Cl -12.28471 0.42572 0.27731  0.511
Cl -10.69182 2.63369 -0.74902  0.511
C 5.15027 -4.53660 -3.59888  -1.984
Cl 6.08029 -4.86144 -2.11428  0.455
Cl 4.65562 -2.82518 -3.62728  0.482
Cl 6.16307 -4.88580 -5.02255  0.519
Cl 3.70201 -5.57405 -3.63141  0.519
C -3.60419 -1.19439 -4.47020  -1.993
Cl -2.67417 -1.51923 -2.98561  0.498
Cl -4.09884 0.51703 -4.49860  0.507
Cl -2.59139 -1.54360 -5.89388  0.518
Cl -5.05245 -2.23184 -4.50273  0.469
C -10.44468 -7.09754 1.91914  -1.998
Cl -10.10989 -5.73317 0.82330  0.481
Cl -12.14959 -7.04156 2.43355  0.516
Cl -10.13057 -8.63215 1.07011  0.498
Cl -9.38861 -6.98329 3.34969  0.503
C -5.78302 -5.71432 7.23782  -1.989
Cl -6.80314 -5.37431 8.65848  0.519
Cl -4.12128 -6.07194 7.77183  0.519
Cl -6.43905 -7.11777 6.35777  0.490
Cl -5.76863 -4.29316 6.16315  0.460
C 0.05379 -1.89326 3.59440  -1.980
Cl 0.98381 -2.21809 5.07900  0.519
Cl -0.44087 -0.18184 3.56600  0.491
Cl 1.06659 -2.24246 2.17073  0.512
Cl -1.39447 -2.93071 3.56187  0.465
C -6.73467 -10.83705 2.64743  -2.007
Cl -6.40206 -9.51755 3.79754  0.482
Cl -5.36504 -11.97657 2.63866  0.515
Cl -8.21721 -11.69414 3.13941  0.511
Cl -6.95440 -10.15993 1.01402  0.495
C 7.28537 -7.00497 1.14245  -2.006
Cl 8.66557 -7.49287 2.15807  0.514
Cl 7.26569 -7.98668 -0.34426  0.508
Cl 5.76789 -7.25783 2.04126  0.514
Cl 7.44234 -5.28241 0.71471  0.484

The energy is -28886.17031 a.u. The LUMO energy is -0.310 eV. The max |F| is 8.20 eV Å⁻¹. The HOMO-LUMO gap is 9.11 eV.

---

(2)
This record from OMol25 describes a 2-piece molecular cluster, C20H12Cl2F3O4S overall in a non-equilibrium geometry. The level of theory is wB97M-V/def2-TZVPD.

Last column: Löwdin charge in e.
Atoms and positions in Å:
Cl 4.21191 2.48909 2.02916  0.722
C 2.50897 2.38959 1.90628  -0.582
C 1.73681 3.49089 2.01632  -0.020
C 0.27254 3.44662 1.90078  -0.407
O -0.42038 4.46549 1.94726  0.050
C -0.29915 2.07104 1.71807  -0.587
Cl -2.00281 1.99243 1.66513  0.769
C 0.46818 0.97051 1.55917  -0.065
C 1.92855 1.02414 1.63336  -0.371
O 2.64753 0.02979 1.46089  0.063
H 2.20744 4.46098 2.15581  0.117
H -0.02309 -0.00406 1.54986  0.080
F -4.58423 2.16187 -4.22433  0.095
C -3.65075 2.81875 -3.46959  -0.525
F -2.97636 3.66238 -4.31022  0.095
F -4.34233 3.60383 -2.57519  0.095
C -2.73015 1.86684 -2.74932  -0.171
C -1.40982 2.23836 -2.50904  -0.038
C -0.58534 1.38860 -1.79099  -0.055
C -1.05722 0.14829 -1.27504  -0.285
C -0.17544 -0.60897 -0.43347  -0.251
S -0.63626 -2.24006 -0.00507  0.646
C 0.85861 -2.98600 0.68610  -0.267
C 1.70776 -3.73963 -0.13283  -0.058
C 2.84194 -4.33681 0.42238  -0.088
C 3.11796 -4.18904 1.78741  -0.094
C 2.25740 -3.44086 2.59755  -0.085
C 1.11607 -2.85242 2.05041  -0.071
O -1.57419 -2.16927 1.09606  -0.344
O -0.92744 -3.08297 -1.13939  -0.340
C -2.39733 -0.22401 -1.60228  -0.035
C -3.22488 0.64175 -2.30259  -0.032
H -1.03080 3.18984 -2.87127  0.113
H 0.44961 1.66501 -1.58234  0.108
H 0.90652 -0.50260 -0.55447  0.083
H 1.47952 -3.85074 -1.19162  0.110
H 3.50726 -4.91952 -0.21776  0.098
H 4.00185 -4.66063 2.22173  0.096
H 2.46180 -3.30699 3.66073  0.101
H 0.43139 -2.28293 2.67628  0.111
H -2.81172 -1.18776 -1.29511  0.101
H -4.25994 0.36916 -2.50884  0.116

The energy is -2688.48283 a.u. The LUMO energy is 0.676 eV. For the energy above the lowest of the compared OMol25 structures with the same formula, charge and spin, the calculation gives 0.0 kJ/mol. The max |F| is 2.19 eV Å⁻¹. The net charge is -1. The HOMO-LUMO gap is 4.31 eV.

---

(3)
This record from OMol25 describes C20H12F3N4O7S as an isolated structure in a non-equilibrium geometry. The level of theory is wB97M-V/def2-TZVPD.

Last column: Löwdin charge in e.
Atoms and positions in Å:
F -0.44709 0.77058 5.29120  0.107
C -0.59331 1.97190 4.65897  -0.523
F -1.93537 2.22710 4.58185  0.101
F -0.05575 2.92881 5.48695  0.107
C 0.07135 1.99828 3.30877  -0.148
C -0.43953 2.84554 2.33316  -0.017
C 0.24105 2.97694 1.12984  -0.011
C 1.43266 2.26923 0.89812  -0.247
C 2.23155 2.54620 -0.33528  -0.257
S 2.46253 1.06401 -1.32069  0.692
C 2.07668 1.57667 -3.00415  -0.262
C 1.29959 0.71312 -3.77893  -0.061
C 1.10048 0.99634 -5.12988  -0.085
C 1.65878 2.14625 -5.69763  -0.093
C 2.39074 3.03399 -4.90136  -0.078
C 2.59177 2.75875 -3.54594  -0.053
O 3.87168 0.76260 -1.28648  -0.316
O 1.47522 0.06075 -1.00782  -0.319
C 1.89521 1.37931 1.87519  -0.024
C 1.22072 1.24392 3.08659  0.005
H -1.35642 3.39988 2.51095  0.117
H -0.12157 3.65257 0.35306  0.119
H 1.66989 3.19611 -1.00566  0.079
H 0.86208 -0.17403 -3.32524  0.109
H 0.51460 0.30105 -5.73058  0.100
H 1.52251 2.35045 -6.75983  0.097
H 2.82049 3.93910 -5.33197  0.103
H 3.13437 3.45983 -2.91216  0.115
H 2.82233 0.82437 1.70968  0.101
H 1.59143 0.55523 3.84089  0.122
O 6.31498 4.60984 5.06455  0.055
N 5.71930 5.32509 4.23919  -0.330
O 5.48987 6.54054 4.43621  0.018
C 5.23396 4.77398 2.99053  -0.079
C 4.42420 5.54240 2.15740  0.104
C 3.81546 4.95389 1.01455  -0.119
N 2.97928 5.79185 0.17766  -0.311
O 2.85011 6.99931 0.46672  0.024
O 2.40936 5.28354 -0.82229  0.017
C 3.92725 3.60040 0.70944  0.030
C 4.75887 2.82935 1.50728  -0.196
N 4.97297 1.46675 1.50178  0.166
O 5.86005 1.25807 2.56766  -0.083
N 6.13858 2.41282 3.27660  0.141
C 5.45530 3.38397 2.62602  -0.149
H 4.22232 6.58302 2.39497  0.126
H 3.40229 3.10409 -0.20686  0.006

The energy is -2212.53035 a.u. The LUMO energy is 1.036 eV. The max |F| is 5.63 eV Å⁻¹. The net charge is -1. The HOMO-LUMO gap is 5.18 eV.

---

max |F| of number 2 (C20H12Cl2F3O4S)?
2.19 eV Å⁻¹